1.
42
Properties=species:S:1:pos:R:3 method="wB97M-V/def2-TZVPD" homo_energy_ha="-0.4366 / -0.5680" spin_multiplicity=5 s_squared=6.0494 lumo_ev="-6.609 / -10.762" orbital_gap_ev="5.2701 / 4.6940" total_charge=+2
C -2.2207 0.6222 1.1674
H -2.3002 -0.4077 0.8071
C -0.2374 -3.4210 -0.9126
H -2.3267 3.2323 1.0848
P 1.8292 -0.6208 1.0952
N -1.5868 1.4662 0.1423
H 0.7332 -0.0500 3.1498
H 2.2589 2.3630 -0.2906
H -1.9814 -4.3418 -1.7822
H -3.2270 1.0113 1.3951
C -0.2460 -1.0150 -0.8772
H 3.5144 0.4743 2.3601
C 3.1744 3.7906 -1.4302
H 2.1253 0.7829 -0.0153
H -2.9271 0.0906 -2.6423
H 1.3302 -1.7487 3.1615
H 3.8030 -1.2977 2.3046
H -2.1370 2.4155 -1.6166
N 2.6029 3.3274 -0.4651
C -2.0008 0.3258 -2.1069
H -1.6086 0.6377 2.0765
H -0.5923 2.8351 1.3844
C 3.5046 -0.4171 1.7200
C 0.3826 -2.2136 -0.5605
C -1.4380 -0.9673 -1.5868
H 1.8529 -3.0254 0.8249
H 4.1932 -0.2718 0.8784
C 1.7158 -2.1748 0.1437
H -0.1751 -1.3347 2.2801
H 2.5662 -2.1647 -0.5586
H -3.0111 -2.1600 -2.4396
H -1.0863 3.4684 -0.2020
Pd 0.4976 0.7523 -0.1398
H -1.3046 0.7536 -2.8465
C -2.0596 -2.1913 -1.9055
C 0.8234 -0.9758 2.5647
H 0.2617 -4.3584 -0.6525
S 3.9342 4.4869 -2.6113
H -3.4143 1.4259 -0.8667
C -1.3976 2.8419 0.6412
C -1.4802 -3.4033 -1.5445
C -2.3447 1.4568 -1.1283

---

2.
19
Properties=species:S:1:pos:R:3 method="wB97M-V/def2-TZVPD" homo_energy_ha=-0.3589 spin_multiplicity=1 lumo_ev=0.832 orbital_gap_ev=10.5987 smiles="C=C[Si@@](C)(CCl)OC"
H -2.4956 0.5410 0.4837
H -0.6363 -2.9914 0.3090
H -1.8823 -0.5864 1.6716
C 1.3844 -0.2515 1.1545
H 1.3495 -1.1849 1.7096
C -0.3083 -1.5282 -1.1635
Si -0.1166 -0.0353 -0.0373
H -1.4556 1.1084 1.7758
H -0.2184 -1.3556 -2.2277
H -0.1383 3.0206 -0.3103
O 0.1527 1.1482 -1.1187
C 0.5760 2.4681 -0.9245
Cl 2.9099 -0.2808 0.2237
C -1.6265 0.2882 1.0834
H 1.5546 2.4915 -0.4417
H 0.6489 2.9395 -1.9043
H -0.6406 -3.5956 -1.4136
C -0.5391 -2.7597 -0.7393
H 1.4815 0.5639 1.8695

---

3.
12
Properties=species:S:1:pos:R:3 method="wB97M-V/def2-TZVPD" homo_energy_ha=-0.3238 spin_multiplicity=1 lumo_ev=0.825 orbital_gap_ev=9.6361 smiles=N[C@H]1[C@@H](F)[C@H]1S
C -0.8691 0.3397 0.6964
H 1.1476 -0.4488 1.2413
H 1.2372 -1.9605 -0.5034
S -2.2734 0.0779 -0.4239
C 0.2665 1.2242 0.2080
H 0.7488 1.8748 0.9257
H -1.7579 -1.0554 -0.9287
N 0.7289 -1.1191 -0.7554
C 0.5305 -0.2428 0.3840
F 0.2044 1.6288 -1.0849
H 1.2594 -0.6980 -1.4723
H -1.2228 0.3792 1.7132

---

Ordered largest force on an atom results: 3.924, 0.969, 1.447; unit eV Å⁻¹.
Ordered energy above the lowest of the compared OMol25 structures with the same formula, charge and spin results: 0.0, 0.0, 159.3; unit kJ/mol.